--- 1 ---
A structure of composition CH6N2. Source: the Open Molecules 2025 dataset; level of theory: ωB97M-V with the def2-TZVPD basis set.

Geometry (Å):
C (0.55876, -1.00001, 0.39964)
N (-0.72964, 1.02931, -0.76221)
N (0.32291, 0.79731, 0.05682)
H (0.47368, -1.41779, -0.50983)
H (1.44686, -1.16964, 0.98973)
H (-0.11992, -1.07217, 1.21293)
H (-0.46384, 1.03718, -1.77511)
H (-1.66290, 0.63233, -0.57860)
H (0.17409, 1.16349, 0.96663)

Results
- Lowest unoccupied orbital energy: 1.203 eV
- Net charge: 0
- Orbital gap: 9.5 eV
- 2S+1: 1



--- 2 ---
An isolated molecule of CH6N2. Source: the Open Molecules 2025 dataset; level of theory: ωB97M-V with the def2-TZVPD basis set.

Geometry (Å):
N (-0.52350, -0.05098, -1.04396)
C (-0.00230, -0.43143, 0.26062)
N (0.42884, 0.67026, 1.07771)
H (0.18812, 0.11908, -1.74031)
H (-1.20386, -0.71790, -1.38712)
H (-0.81466, -0.94381, 0.76834)
H (0.83856, -1.12496, 0.16664)
H (1.32915, 1.05268, 0.81771)
H (-0.24036, 1.42706, 1.08037)

Results
- Lowest unoccupied orbital energy: 1.219 eV
- Net charge: 0
- Orbital gap: 10.4 eV
- 2S+1: 1



--- 3 ---
A cluster of 2 separate species, CH6N2 in total. Source: the Open Molecules 2025 dataset; level of theory: ωB97M-V with the def2-TZVPD basis set.

Geometry (Å):
H (1.63768, -2.67478, 0.75737)
N (1.74210, -1.83514, 0.13407)
N (0.68069, -1.26387, -0.04989)
H (-0.12865, -1.69007, 0.48629)
C (-0.79823, 1.48169, -0.26343)
H (-1.09726, 1.82298, -1.25176)
H (0.29003, 1.44981, -0.26962)
H (-1.22961, 0.51091, -0.04386)
H (-1.09674, 2.19848, 0.50083)

Results
- Lowest unoccupied orbital energy: 0.910 eV
- Net charge: 0
- Orbital gap: 10.4 eV
- 2S+1: 1



Which structure is most stable? 2, by 181.1 kJ/mol over the runner-up.



--- 1 ---
An isolated molecule of CH6N2. Source: the Open Molecules 2025 dataset; level of theory: ωB97M-V with the def2-TZVPD basis set.

Geometry (Å):
N (-1.17041, -0.27420, 0.29695)
C (0.28498, -0.26954, 0.49222)
N (1.09042, 0.34839, -0.55383)
H (-1.40385, -0.39534, -0.69006)
H (-1.56101, 0.60917, 0.59240)
H (0.45065, 0.22494, 1.45282)
H (0.63887, -1.29140, 0.55682)
H (0.95773, -0.21730, -1.38390)
H (0.71262, 1.26528, -0.76344)

Results
- Lowest unoccupied orbital energy: 1.157 eV
- Net charge: 0
- Orbital gap: 10.3 eV
- 2S+1: 1



--- 2 ---
A cluster of 2 separate species, CH6N2 in total. Source: the Open Molecules 2025 dataset; level of theory: ωB97M-V with the def2-TZVPD basis set.

Geometry (Å):
C (-2.57254, 0.16308, -1.09710)
N (-2.99828, 1.06953, -0.31559)
H (-2.69410, 0.26675, -2.16970)
H (-2.03118, -0.69582, -0.69838)
H (-2.88910, 0.70538, 0.63189)
N (3.60856, -0.38173, 0.98022)
H (3.37486, -1.06565, 0.26466)
H (3.01933, -0.52158, 1.79513)
H (3.18244, 0.46005, 0.60886)

Results
- Lowest unoccupied orbital energy: 0.787 eV
- Net charge: 0
- Orbital gap: 11.2 eV
- 2S+1: 1



Which structure is most stable? 1, by 77.5 kJ/mol over the runner-up.



--- 1 ---
A cluster of 2 separate species, C2H6N4OS in total. Source: the Open Molecules 2025 dataset; level of theory: ωB97M-V with the def2-TZVPD basis set.

Geometry (Å):
C (2.21294, -0.30134, 0.29450)
C (1.17487, -1.39890, -0.18408)
N (0.39748, -0.68596, -1.15007)
N (0.18286, 0.59374, -0.98297)
N (-2.59531, 1.24189, 0.35188)
N (-1.52903, 0.56501, 0.77192)
O (3.23235, -0.42013, 0.90839)
S (1.45712, 1.25066, -0.08493)
H (1.70311, -2.35529, -0.33944)
H (0.73702, -1.63559, 0.86912)
H (-0.32015, -1.01194, -1.75331)
H (-2.45047, 2.25733, 0.26111)
H (-3.03566, 0.64968, -0.35382)
H (-1.16715, 1.25086, 1.39170)

Results
- Lowest unoccupied orbital energy (spin up / spin down): 0.654 / 0.561 eV
- Net charge: 0
- Orbital gap (spin up / spin down): 7.9 / 8.2 eV
- 2S+1: 1



--- 2 ---
An isolated molecule of C2H6N4OS. Source: the Open Molecules 2025 dataset; level of theory: ωB97M-V with the def2-TZVPD basis set.

Geometry (Å):
H (-2.24101, -2.47834, -0.63431)
N (-1.67342, -2.47782, 0.21121)
C (-0.85661, -1.50954, 0.27090)
N (0.12106, -1.41064, 1.21910)
S (-0.94990, -0.13407, -0.90859)
N (0.59675, 0.52574, -0.95047)
C (1.14865, 1.42055, -0.02865)
N (0.32027, 1.80163, 1.00962)
O (2.31325, 1.76715, -0.12298)
H (0.34008, -0.49935, 1.58264)
H (0.01659, -2.13733, 1.90335)
H (1.27271, 0.15281, -1.56108)
H (-0.66721, 1.82085, 0.83912)
H (0.66638, 2.61085, 1.51181)

Results
- Lowest unoccupied orbital energy: 0.569 eV
- Net charge: 0
- Orbital gap: 10.2 eV
- 2S+1: 1



--- 3 ---
An isolated molecule of C2H6N4OS. Source: the Open Molecules 2025 dataset; level of theory: ωB97M-V with the def2-TZVPD basis set.

Geometry (Å):
N (1.75698, -1.56908, -0.38927)
N (2.23714, -0.56843, 0.48612)
C (1.48891, 0.46384, 0.60192)
N (0.35031, 0.69178, -0.17130)
O (0.06281, 2.06855, -0.27340)
C (-0.77452, -0.09916, 0.06244)
N (-1.92706, 0.44368, -0.10720)
S (-3.20834, -0.65236, 0.18053)
H (1.30657, -1.15784, -1.20914)
H (2.54777, -2.12226, -0.65487)
H (1.81707, 1.28441, 1.25069)
H (-0.92248, 2.12517, -0.13480)
H (-0.55856, -1.13453, 0.42409)
H (-4.17661, 0.22622, -0.06580)

Results
- Lowest unoccupied orbital energy: 0.798 eV
- Net charge: 0
- Orbital gap: 9.3 eV
- 2S+1: 1



Which structure is most stable? 2, by 417.5 kJ/mol over the runner-up.



--- 1 ---
A structure of composition C2H6N4OS. Source: the Open Molecules 2025 dataset; level of theory: ωB97M-V with the def2-TZVPD basis set.

Geometry (Å):
C (1.18843, 1.40488, -0.35441)
C (-1.09840, 0.42079, -0.23482)
H (1.23518, -1.03473, 0.98497)
H (0.06552, -1.63720, -0.42251)
H (0.89154, 2.41152, 0.04196)
H (2.62051, 0.40095, -0.96351)
H (-2.75943, -0.31697, 0.43442)
H (-0.81960, -2.25820, 0.41138)
N (1.07102, -0.78435, -0.11107)
N (0.28355, 0.31828, -0.15096)
N (2.38688, 1.33087, -0.62943)
N (-1.89882, -0.64803, 0.22103)
O (-1.28255, -1.50756, 1.17906)
S (-1.88384, 1.89975, -0.40609)

Results
- Lowest unoccupied orbital energy: -0.840 eV
- Net charge: 0
- Orbital gap: 8.0 eV
- 2S+1: 1



--- 2 ---
An isolated molecule of C2H6N4OS. Source: the Open Molecules 2025 dataset; level of theory: ωB97M-V with the def2-TZVPD basis set.

Geometry (Å):
H (1.64679, 0.36349, -1.42420)
N (2.28634, 0.46364, -0.63596)
C (1.96578, -0.32473, 0.30764)
N (0.95045, -1.23790, 0.36655)
S (-0.31478, -1.35278, -0.75770)
C (-1.54145, -0.18946, -0.12802)
N (-2.76568, -0.46028, -0.02519)
H (-2.96816, -1.40834, -0.25824)
N (-1.04238, 1.04297, 0.34241)
O (-0.31326, 1.75535, -0.61580)
H (2.53805, -0.34175, 1.23345)
H (0.82365, -1.75044, 1.23534)
H (-1.85463, 1.61285, 0.61421)
H (0.58928, 1.82739, -0.25449)

Results
- Lowest unoccupied orbital energy: 0.555 eV
- Net charge: 0
- Orbital gap: 10.2 eV
- 2S+1: 1



Which structure is most stable? 2, by 406.3 kJ/mol over the runner-up.



--- 1 ---
A cluster of 2 separate species, C10H10N2 in total. Source: the Open Molecules 2025 dataset; level of theory: ωB97M-V with the def2-TZVPD basis set.

Geometry (Å):
C (-0.23182, 0.68275, 0.89670)
C (-0.50843, 1.94973, 1.37406)
C (-0.38284, 2.22170, 2.76126)
N (0.03250, 1.30627, 3.66758)
C (0.21421, 0.04403, 3.15155)
C (0.09968, -0.35108, 1.83590)
H (-0.36238, 0.52654, -0.18226)
H (-0.84077, 2.67163, 0.61642)
H (-0.71110, 3.23152, 3.04076)
H (0.37022, -0.81446, 3.81808)
H (0.19175, -1.40770, 1.55186)
C (1.20956, -0.49995, -2.59746)
C (1.24790, -1.14640, -1.33397)
C (0.04752, -1.64153, -0.78098)
N (-1.13029, -1.54422, -1.40507)
C (-1.13900, -1.00442, -2.61954)
C (-0.06081, -0.23995, -3.10538)
H (2.08915, -0.04645, -3.07314)
H (2.22638, -1.36385, -0.88575)
H (0.04909, -2.11020, 0.21197)
H (-2.17250, -0.86374, -2.96261)
H (-0.23796, 0.39974, -3.98003)

Results
- Lowest unoccupied orbital energy: 0.690 eV
- Net charge: 0
- Orbital gap: 10.3 eV
- 2S+1: 1



--- 2 ---
An isolated molecule of C10H10N2. Source: the Open Molecules 2025 dataset; level of theory: ωB97M-V with the def2-TZVPD basis set.

Geometry (Å):
C (-2.31847, 2.44243, -0.50295)
C (-1.49386, 1.14455, -0.38543)
C (-2.20107, -0.12843, -0.63152)
C (-1.49173, -1.24564, -0.23540)
C (-0.17138, -1.07286, 0.27675)
C (0.58691, -2.31509, 0.38969)
C (1.99353, -2.34758, 0.51537)
C (2.58886, -1.10174, 0.72834)
N (1.84148, -0.05500, 0.46890)
C (0.61681, -0.01028, 0.03793)
C (-0.11950, 1.22376, -0.20834)
N (0.60576, 2.34305, -0.29717)
H (-2.28647, 3.04939, -1.61465)
H (-3.55269, 2.63843, -0.31885)
H (-1.74721, 3.18843, 0.26342)
H (-3.15849, -0.30964, -1.10579)
H (-2.14395, -2.20306, 0.03946)
H (0.34410, -3.36133, 0.34075)
H (2.37025, -3.25439, 0.96490)
H (3.53626, -1.07533, 1.39440)
H (-0.02922, 3.17482, -0.71668)
H (1.59611, 2.60161, -0.35579)

Results
- Lowest unoccupied orbital energy: 0.622 eV
- Net charge: 0
- Orbital gap: 8.0 eV
- 2S+1: 1



Which structure is most stable? 1, by 207.4 kJ/mol over the runner-up.